(1)
Formula: C2H3NO2
Source: the OMol25 dataset
Level of theory: ωB97M-V/def2-TZVPD

Output
* ΔE to the lowest compared entry with this formula, charge and spin: 36.4 kJ/mol
* E_HOMO: -10.61 eV
* LUMO energy: 0.433 eV
* SMILES: O=CNC=O
* Kohn-Sham gap: 11.041 eV
* calculated total energy: -7707.466 eV

Each line ends with the Mulliken charge.
Geometry (Å):
C1 0.6136 -0.9107 -0.5469  0.20
C2 -0.3037 1.0911 0.6188  0.08
H1 0.1174 -1.8456 -1.0420  0.23
H2 -1.2463 -0.3905 -0.5202  0.27
H3 0.6295 1.1499 1.1086  0.34
N1 -0.3348 0.0432 -0.2902  -0.14
O1 1.8097 -0.8487 -0.2924  -0.50
O2 -1.2855 1.7113 0.9642  -0.49

---

(2)
Formula: C40H88BO24P5S
Source: the OMol25 dataset
Level of theory: ωB97M-V/def2-TZVPD

Output
* E_HOMO: -9.40 eV
* LUMO energy: -1.516 eV
* SMILES: CB(O)C1=C(CCCO)C(=O)C(S)=CC1=O.CCOP(=O)(OCC)OCC.CCOP(=O)(OCC)OCC.CCOP(=O)(OCC)OCC.CCOP(=O)(OCC)OCC.CCOP(=O)(OCC)OCC
* Kohn-Sham gap: 7.883 eV
* calculated total energy: -150006.507 eV

Each line ends with the Mulliken charge.
Geometry (Å):
C1 -4.8048 -7.0422 -2.1548  -1.09
B1 -5.9323 -6.0395 -2.6559  0.48
O1 -6.9550 -6.5225 -3.4226  -0.57
C2 -5.8040 -4.5087 -2.2761  0.01
C3 -6.7723 -3.7638 -1.7355  0.15
C4 -8.1457 -4.3179 -1.4332  -1.38
C5 -9.0032 -4.1410 -2.7111  -0.68
C6 -10.5022 -3.9474 -2.4271  -0.26
O2 -11.0691 -2.8463 -3.1295  -0.54
C7 -6.6105 -2.3003 -1.4096  0.63
O3 -7.5187 -1.6493 -0.9539  -0.60
C8 -5.2676 -1.6852 -1.6848  -0.09
S1 -5.0140 0.0165 -1.2332  -0.19
C9 -4.3064 -2.4158 -2.2287  -0.37
C10 -4.4979 -3.8562 -2.5823  0.32
O4 -3.5843 -4.4397 -3.1353  -0.70
H1 -4.2934 -7.4529 -3.0307  0.36
H2 -5.2352 -7.8473 -1.5581  0.30
H3 -4.0636 -6.5025 -1.5706  0.30
H4 -6.6226 -7.2584 -3.9439  0.31
H5 -8.5689 -3.7392 -0.6144  0.60
H6 -8.0931 -5.3536 -1.1004  0.50
H7 -8.8825 -4.9870 -3.3809  0.31
H8 -8.6050 -3.2543 -3.2130  0.49
H9 -10.7421 -3.8326 -1.3710  0.29
H10 -11.0202 -4.8385 -2.7974  0.25
H11 -10.4417 -2.5249 -3.7766  0.35
H12 -4.7157 0.6255 -2.3958  0.18
H13 -3.3212 -2.0115 -2.4170  0.61
O5 -3.9108 3.4384 0.5980  -0.80
P1 -3.2400 3.3329 1.9285  1.19
O6 -4.1072 4.4146 2.8085  -0.27
C11 -5.4939 4.1667 3.0350  -0.36
C12 -5.7129 3.0162 4.0007  -0.92
O7 -1.8969 4.2247 1.5929  -0.40
C13 -1.2488 4.1058 0.3232  -0.34
C14 -1.4598 5.3698 -0.4825  -1.13
O8 -2.5440 2.6549 3.2377  -0.44
C15 -1.5249 3.2667 4.0370  -0.04
C16 -2.0466 4.3139 4.9925  -0.48
H14 -5.9997 3.9749 2.0851  0.28
H15 -5.9116 5.0836 3.4510  0.30
H16 -5.3459 2.0750 3.5811  0.27
H17 -6.7741 2.8998 4.2238  0.41
H18 -5.1751 3.1848 4.9334  0.18
H19 -1.6078 3.2331 -0.2225  0.40
H20 -0.1823 3.9589 0.5129  0.31
H21 -2.5216 5.5895 -0.5901  0.28
H22 -1.0178 5.2786 -1.4760  0.40
H23 -1.0062 6.2222 0.0263  0.23
H24 -0.7096 3.6529 3.4303  0.12
H25 -1.0942 2.4490 4.6201  0.34
H26 -2.3271 5.2256 4.4654  0.26
H27 -1.2735 4.5742 5.7179  0.03
H28 -2.9224 3.9558 5.5320  0.16
O9 2.4465 7.9047 5.8679  -0.84
P2 3.0027 6.6015 5.3880  1.30
O10 4.4469 7.1020 4.7758  -0.30
C17 5.4284 7.6270 5.6662  -0.33
C18 6.0321 6.5453 6.5440  -0.90
O11 2.1031 6.5032 4.0117  -0.42
C19 0.7177 6.8676 4.0378  0.24
C20 0.5082 8.1531 3.2676  -1.53
O12 3.4128 5.0179 5.2539  -0.25
C21 3.5169 4.2821 4.0291  -0.02
C22 4.7908 4.5548 3.2616  -1.10
H29 4.9923 8.4215 6.2778  0.28
H30 6.2046 8.0770 5.0470  0.32
H31 5.2792 6.1142 7.2109  0.25
H32 6.8374 6.9528 7.1562  0.41
H33 6.4299 5.7314 5.9384  0.17
H34 0.3552 6.9612 5.0620  0.25
H35 0.1567 6.0569 3.5639  0.06
H36 1.1419 8.9487 3.6587  0.37
H37 -0.5329 8.4751 3.3207  0.40
H38 0.7796 8.0138 2.2199  0.30
H39 2.6392 4.4103 3.4018  0.16
H40 3.5122 3.2319 4.3317  0.35
H41 4.7703 5.5354 2.7889  0.28
H42 4.9127 3.8081 2.4749  0.45
H43 5.6594 4.5180 3.9187  0.17
O13 -0.1617 -1.1654 -6.7281  -0.83
P3 0.1809 -2.6020 -6.9192  1.11
O14 -0.4434 -3.3482 -5.6095  -0.41
C23 -1.8590 -3.3110 -5.3998  0.01
C24 -2.5957 -4.1778 -6.4038  -1.02
O15 1.7733 -2.5529 -6.5041  -0.33
C25 2.5755 -1.4219 -6.8482  -0.25
C26 2.9258 -0.6394 -5.6003  -1.21
O16 0.3754 -3.9312 -7.8298  -0.36
C27 1.3803 -4.9301 -7.6180  0.08
C28 1.0600 -5.8858 -6.4908  -1.11
H44 -2.2188 -2.2780 -5.4438  0.25
H45 -2.0418 -3.6815 -4.3952  0.13
H46 -2.4704 -3.7969 -7.4221  0.37
H47 -3.6625 -4.2036 -6.1770  0.38
H48 -2.2098 -5.1970 -6.3914  0.19
H49 2.0701 -0.7864 -7.5750  0.46
H50 3.4872 -1.7996 -7.3196  0.23
H51 2.0261 -0.3463 -5.0600  0.30
H52 3.4943 0.2586 -5.8483  0.39
H53 3.5202 -1.2548 -4.9224  0.27
H54 2.3684 -4.4944 -7.5036  0.07
H55 1.4171 -5.5006 -8.5486  0.33
H56 1.1803 -5.4107 -5.5177  0.25
H57 1.7375 -6.7405 -6.5301  0.45
H58 0.0338 -6.2461 -6.5621  0.28
O17 5.4128 -4.8892 -9.3998  -0.75
P4 6.8591 -5.2230 -9.2805  1.08
O18 6.9234 -6.8364 -9.5305  -0.26
C29 6.5038 -7.3561 -10.7926  -0.32
C30 7.4871 -7.0196 -11.8987  -0.93
O19 7.0116 -5.1667 -7.6455  -0.38
C31 6.2815 -4.1951 -6.8907  -0.41
C32 5.1935 -4.8770 -6.0917  -1.01
O20 8.4368 -4.9278 -9.5230  -0.34
C33 9.4938 -5.2711 -8.6186  -0.13
C34 9.8749 -6.7335 -8.6616  -0.96
H59 5.5055 -6.9839 -11.0369  0.27
H60 6.4327 -8.4375 -10.6772  0.32
H61 7.5368 -5.9399 -12.0661  0.28
H62 7.1907 -7.4968 -12.8334  0.40
H63 8.4917 -7.3521 -11.6388  0.17
H64 5.8613 -3.4268 -7.5399  0.34
H65 6.9884 -3.7048 -6.2167  0.35
H66 4.5391 -5.4603 -6.7397  0.13
H67 4.5886 -4.1456 -5.5515  0.36
H68 5.6288 -5.5722 -5.3721  0.38
H69 9.2842 -4.9433 -7.6043  0.22
H70 10.3498 -4.6784 -8.9487  0.34
H71 9.1217 -7.3567 -8.1816  0.27
H72 10.8176 -6.8838 -8.1333  0.41
H73 9.9893 -7.0778 -9.6892  0.17
O21 -1.7322 3.1188 8.7577  -0.74
P5 -1.0584 2.8325 10.0543  1.07
O22 -1.7755 3.8442 11.1166  -0.27
C35 -3.1752 3.7054 11.3650  -0.32
C36 -3.4875 2.4500 12.1586  -0.92
O23 0.3597 3.6251 9.7968  -0.34
C37 0.9485 3.6309 8.4953  -0.63
C38 0.8421 5.0152 7.8935  -0.51
O24 -0.3990 1.8350 11.1512  -0.34
C39 0.7241 2.1442 11.9861  -0.11
C40 0.3770 3.0280 13.1626  -0.97
H74 -3.7248 3.7120 10.4203  0.25
H75 -3.4810 4.5858 11.9296  0.32
H76 -3.2345 1.5511 11.5890  0.28
H77 -4.5481 2.4086 12.4085  0.40
H78 -2.9087 2.4204 13.0813  0.17
H79 0.4808 2.8897 7.8471  0.38
H80 1.9992 3.3522 8.6077  0.34
H81 -0.1925 5.3575 7.8709  0.26
H82 1.2370 5.0267 6.8739  -0.28
H83 1.3991 5.7356 8.4955  0.51
H84 1.5563 2.5475 11.4161  0.20
H85 1.0669 1.1789 12.3649  0.34
H86 0.1945 4.0553 12.8503  0.28
H87 1.2057 3.0379 13.8723  0.41
H88 -0.5171 2.6686 13.6714  0.17

---

(3)
Formula: C7H11NS
Source: the OMol25 dataset
Level of theory: ωB97M-V/def2-TZVPD

Output
* ΔE to the lowest compared entry with this formula, charge and spin: 197.1 kJ/mol
* E_HOMO: -8.50 eV
* LUMO energy: 0.946 eV
* SMILES: C#CCC[C@H]1NCCS1
* Kohn-Sham gap: 9.442 eV
* calculated total energy: -19760.568 eV

Each line ends with the Mulliken charge.
Geometry (Å):
C1 2.2919 -3.0593 -0.5810  0.05
C2 1.7852 -2.3960 0.2922  -0.34
S1 0.5948 1.6874 0.4483  -0.21
N1 -1.3666 0.4379 -0.6615  -0.48
C3 1.2127 -1.6245 1.3719  -0.65
C4 -0.7859 2.6956 -0.1331  -0.48
C5 -1.4364 1.8289 -1.2051  -0.58
C6 -0.0221 0.0696 -0.1574  -0.01
C7 -0.1021 -0.9093 1.0497  -0.84
H1 2.7014 -3.6343 -1.3452  0.44
H2 -1.7225 -0.2515 -1.3137  0.25
H3 1.9326 -0.8502 1.7126  0.26
H4 1.0403 -2.2815 2.1780  0.36
H5 -1.4539 2.9182 0.7192  0.29
H6 -0.4799 3.6327 -0.5919  0.35
H7 -2.4856 2.1691 -1.3332  0.33
H8 -0.9094 1.9625 -2.1644  0.30
H9 0.5704 -0.3066 -1.0110  0.36
H10 -0.5142 -0.4115 1.9117  0.27
H11 -0.8509 -1.6773 0.8140  0.35

---

(4)
Formula: C5H6FNO
Source: the OMol25 dataset
Level of theory: ωB97M-V/def2-TZVPD

Output
* ΔE to the lowest compared entry with this formula, charge and spin: 126.2 kJ/mol
* E_HOMO: -9.09 eV
* LUMO energy: 0.599 eV
* SMILES: O=c1cccc[nH]1.F
* Kohn-Sham gap: 9.689 eV
* calculated total energy: -11536.849 eV

Each line ends with the Mulliken charge.
Geometry (Å):
C1 -1.3469 -0.4996 -0.4693  -0.07
C2 -0.3561 -0.3171 -1.4126  -0.50
C3 -1.1368 -0.3609 0.8640  -0.61
C4 0.8575 -0.1862 -0.9606  -0.20
C5 0.2950 -0.1330 1.3753  0.60
N1 1.1492 -0.1655 0.3082  -0.12
O1 0.6317 0.0146 2.5541  -0.73
F1 1.0577 2.2226 1.7332  -0.47
H1 -2.3645 -0.5087 -0.8964  0.32
H2 -0.5384 -0.4186 -2.5083  0.32
H3 -1.8435 -0.6018 1.6743  0.35
H4 1.7523 -0.2496 -1.4678  0.43
H5 2.0743 0.1460 0.6361  0.25
H6 0.7874 1.5695 2.3987  0.43

---

(5)
Formula: C20H19N2O3Os
Source: the OMol25 dataset
Level of theory: ωB97M-V/def2-TZVPD

Output
* ΔE to the lowest compared entry with this formula, charge and spin: 15.3 kJ/mol
* E_HOMO (spin up / spin down): -9.14 / -11.15 eV
* total charge: +1
* LUMO energy (spin up / spin down): -2.721 / -5.347 eV
* Kohn-Sham gap (spin up / spin down): 6.423 / 5.805 eV
* multiplicity: 5
* calculated total energy: -32627.506 eV

Each line ends with the Mulliken spin population.
Geometry (Å):
Os1 0.0531 0.0157 0.0620  2.36
C1 -0.1530 -0.3416 3.2503  0.01
O1 -0.5075 -0.7838 1.9216  0.10
C2 -1.3855 -1.8835 1.8096  0.12
C3 -1.8295 -2.5962 2.8960  -0.05
C4 -2.6988 -3.6649 2.6780  0.13
C5 -3.0998 -3.9928 1.3927  -0.05
C6 -2.6420 -3.2724 0.3041  0.12
C7 -1.7645 -2.1989 0.4927  -0.11
N1 -1.2313 -1.4240 -0.5199  0.37
N2 -1.6623 -1.7973 -1.7701  0.27
C8 -1.2193 -1.1176 -2.8093  0.15
C9 -0.3042 0.0066 -2.8473  0.25
O2 0.3153 0.5490 -1.7811  0.13
C10 0.0073 0.6184 -4.0619  -0.10
C11 -0.5052 0.1839 -5.2558  0.27
C12 -1.3864 -0.9338 -5.3014  -0.02
C13 -1.9028 -1.3930 -6.5225  0.06
C14 -2.7504 -2.4763 -6.5614  -0.01
C15 -3.0993 -3.1241 -5.3756  0.04
C16 -2.6023 -2.6852 -4.1656  0.03
C17 -1.7399 -1.5844 -4.1036  0.02
H1 -1.0602 -0.1225 3.8095  0.00
H2 0.4331 0.5596 3.1167  -0.01
H3 0.4342 -1.1137 3.7439  0.00
H4 -1.5249 -2.3512 3.9019  0.00
H5 -3.0551 -4.2345 3.5246  0.01
H6 -3.7761 -4.8214 1.2351  0.00
H7 -2.9429 -3.5162 -0.7023  0.01
H8 0.6846 1.4610 -4.0237  0.00
H9 -0.2398 0.6837 -6.1782  0.01
H10 -1.6223 -0.8824 -7.4352  0.00
H11 -3.1438 -2.8250 -7.5067  0.00
H12 -3.7643 -3.9767 -5.4033  0.00
H13 -2.8751 -3.1890 -3.2509  0.02
C18 1.5873 3.8999 0.7795  0.00
O3 0.8148 2.6757 0.6701  -0.01
C19 1.3480 1.4962 0.5618  -0.12
C20 2.8319 1.3858 0.5898  -0.03
H14 2.2697 3.9892 -0.0621  0.00
H15 2.1256 3.9196 1.7244  0.00
H16 0.8512 4.6950 0.7532  0.00
H17 3.3612 2.2074 1.0687  0.00
H18 3.1538 1.3277 -0.4579  0.00
H19 3.1207 0.4397 1.0444  0.00

---

(6)
Formula: C6H12N2O
Source: the OMol25 dataset
Level of theory: ωB97M-V/def2-TZVPD

Output
* ΔE to the lowest compared entry with this formula, charge and spin: 408.5 kJ/mol
* E_HOMO (spin up / spin down): -7.46 / -7.46 eV
* LUMO energy (spin up / spin down): 0.442 / 0.442 eV
* Kohn-Sham gap (spin up / spin down): 7.899 / 7.901 eV
* calculated total energy: -11440.437 eV

Each line ends with the Mulliken charge.
Geometry (Å):
C1 0.3566 -2.3919 0.3440  -0.87
C2 2.5402 0.2964 -0.3857  -1.25
C3 -2.2052 1.1520 -1.1797  -1.30
N1 0.6333 0.5335 1.2146  -0.55
C4 1.1586 -0.1468 0.0448  0.72
C5 -1.5227 0.9263 0.1130  0.66
C6 -0.1762 1.2150 0.2781  -0.47
O1 -2.3242 0.5414 1.1353  -0.51
N2 0.6811 -1.2547 -0.4952  -0.42
H1 -1.8371 0.5889 1.9731  0.37
H2 0.0810 -0.1325 1.7467  0.36
H3 0.2633 2.0299 -0.2909  0.39
H4 0.5779 -2.3450 1.4183  0.31
H5 0.9185 -3.2569 -0.0344  0.34
H6 -0.7096 -2.5951 0.1954  0.26
H7 2.5456 0.4810 -1.4634  0.29
H8 3.2658 -0.4917 -0.1692  0.32
H9 2.8502 1.2194 0.1069  0.37
H10 -1.5062 0.8614 -1.9807  0.31
H11 -2.4711 2.2061 -1.2950  0.29
H12 -3.1197 0.5633 -1.2760  0.38